# 1
Molecular formula: CHBrNO2
Method: DFT, the ωB97M-V functional and the def2-TZVPD basis

The geometry in XYZ format:
```
6
Properties=species:S:1:pos:R:3:forces:R:3
C -0.9695 -1.0726 1.6506 0.1 1.3 0.7
N -1.3583 0.3494 0.0421 -0.1 1.4 1.5
O -1.7548 -1.9153 1.4589 -0.5 -1.1 -0.5
O -0.1541 -0.5238 2.3186 -0.2 -0.1 -0.8
Br -1.5274 -0.1130 -1.7147 -0.1 -0.7 -1.5
H -2.1007 1.0843 0.0982 0.7 -0.8 0.5
```
Forces are in eV/Å.

* total charge: -1
* energy: -76680.83350 eV
* LUMO energy: 3.9 eV
* HOMO energy: -2.6 eV

=====

# 2
Molecular formula: C5H3NS
Method: DFT, the ωB97M-V functional and the def2-TZVPD basis

The geometry in XYZ format:
```
10
Properties=species:S:1:pos:R:3:forces:R:3
C 0.0576 -0.1962 -0.3960 -2.1 -0.5 -0.5
C -1.3753 -0.6593 0.0110 -0.5 0.9 2.0
C -0.0290 1.1156 -0.2806 0.5 1.9 0.5
C -2.0633 0.7215 0.3110 4.7 -0.6 -1.4
C -2.8012 -1.3529 -0.3146 0.0 2.2 -0.6
N -1.2573 1.7120 0.0244 -2.7 -0.9 0.3
S -3.6941 0.1952 0.1123 0.0 -2.1 -0.2
H 1.0057 -0.6895 -0.3937 0.0 -0.7 -0.3
H -1.0986 -1.2436 0.8996 -0.5 0.0 0.4
H 0.7550 1.8461 -0.2776 0.7 -0.1 -0.2
```
Forces are in eV/Å.

* energy: -17552.87220 eV
* LUMO energy (alpha / beta): -1.1 / -1.1 eV
* HOMO energy (alpha / beta): -9.3 / -9.3 eV

=====

# 3
Molecular formula: C6H9N
Method: DFT, the ωB97M-V functional and the def2-TZVPD basis

The geometry in XYZ format:
```
16
Properties=species:S:1:pos:R:3:forces:R:3
C 1.1164 -1.0164 0.6869 -0.1 0.0 0.1
C 0.1711 0.1728 0.5053 0.0 0.0 -0.1
C -0.0514 0.5717 -0.9527 0.0 0.1 0.0
C -0.9390 -0.4062 -1.5960 -0.3 -0.4 -0.2
C -1.6790 -1.2398 -2.0537 0.3 0.4 0.2
C -0.9428 0.4910 1.4425 -0.2 -0.2 0.0
N 0.2956 1.2668 1.4675 0.2 0.2 0.0
H 1.2718 -1.5584 -0.2552 -0.2 0.1 0.2
H 0.7753 -1.7460 1.4292 0.0 0.2 -0.1
H 2.0962 -0.6353 1.0104 -0.2 -0.1 -0.1
H 0.8903 0.6326 -1.5121 -0.1 0.0 0.2
H -0.5062 1.5656 -0.9889 0.0 -0.1 0.0
H -2.3482 -1.9692 -2.4544 0.1 0.1 0.0
H -1.7948 1.0908 1.1113 0.2 -0.4 -0.1
H -1.1947 -0.2354 2.2137 0.3 0.2 0.0
H 0.9035 1.0184 2.2475 -0.2 -0.1 -0.2
```
Forces are in eV/Å.

* energy: -7855.12996 eV
* SMILES string: C#CC[C@]1(C)CN1
* LUMO energy: 1.0 eV
* HOMO energy: -9.4 eV

=====

# 4
Molecular formula: C5H12O2
Method: DFT, the ωB97M-V functional and the def2-TZVPD basis

The geometry in XYZ format:
```
19
Properties=species:S:1:pos:R:3:forces:R:3
C -0.5657 -0.8597 -0.9501 0.0 0.0 -0.3
C -1.6808 0.0658 -1.3384 -0.1 -0.2 0.0
O -1.2541 1.4325 -1.3500 0.0 0.1 -0.1
C -0.6643 1.7640 -0.1390 0.1 0.0 0.2
C 0.5878 1.0154 0.1598 0.0 0.3 -0.2
O 0.4684 -0.6276 1.4506 -0.1 -0.2 0.0
C 1.7129 -1.2845 1.5288 0.2 -0.1 0.1
H 0.0066 -0.8515 0.5255 0.1 0.1 0.3
H 0.1944 -0.9536 -1.7316 -0.1 0.0 0.1
H -0.9664 -1.8576 -0.7214 0.1 0.2 0.1
H -2.5263 -0.0342 -0.6355 0.1 0.0 -0.1
H -2.0684 -0.1023 -2.3503 0.0 0.0 0.1
H -0.3842 2.8269 -0.2075 0.0 -0.1 0.0
H -1.3604 1.6659 0.7129 0.1 0.0 -0.1
H 1.2412 0.7990 -0.6772 -0.1 0.0 0.1
H 1.1079 1.3756 1.0449 -0.1 -0.1 -0.1
H 2.3901 -0.6910 2.1523 -0.1 -0.1 -0.1
H 2.1690 -1.4128 0.5344 -0.1 0.0 0.1
H 1.5922 -2.2703 1.9916 0.1 0.1 -0.1
```
Forces are in eV/Å.

* energy: -9469.26273 eV
* LUMO energy (alpha / beta): 0.1 / 0.1 eV
* HOMO energy (alpha / beta): -7.8 / -7.8 eV

=====

# 5
Molecular formula: C4H12N2O2
Method: DFT, the ωB97M-V functional and the def2-TZVPD basis

The geometry in XYZ format:
```
20
Properties=species:S:1:pos:R:3:forces:R:3
C 0.2111 -0.9154 -2.0625 -0.2 -0.4 -0.3
N -1.0191 -0.5135 -1.4131 2.8 0.4 2.4
C -1.2080 -1.1261 -0.2109 -3.9 -1.0 -3.1
C 0.1335 -0.7738 0.8501 -0.2 0.5 3.0
N -0.0096 0.6152 1.4183 1.1 2.6 -3.3
C 1.1269 1.1221 2.1381 -0.9 -0.8 1.2
O 1.2119 -1.0859 0.4308 1.9 0.1 -1.5
H 0.4733 -1.9109 -1.7662 0.1 -0.6 0.2
H 1.0456 -0.2284 -1.6557 -1.1 -0.5 -0.7
H 0.0992 -0.9555 -3.1576 0.3 0.8 0.3
H -1.3008 -2.2215 -0.3283 1.1 0.3 0.6
H -2.1308 -0.7748 0.2689 0.5 0.4 0.4
H -0.2865 -1.3930 1.6210 -1.0 -1.1 0.4
H -0.2645 1.4086 0.6564 -0.5 -1.1 0.7
H 1.7828 1.6331 1.4882 0.6 0.9 -1.1
H 0.7894 1.8234 2.8883 -0.2 0.4 0.2
H 1.6862 0.3558 2.6138 0.3 -0.9 0.5
H -0.9210 0.6174 -1.2336 -0.5 2.1 -0.3
H -0.4901 2.2766 -1.8403 0.2 0.3 0.6
O -0.5045 1.9923 -0.9114 -0.5 -2.3 0.1
```
Forces are in eV/Å.

* total charge: +1
* multiplicity: 2
* energy: -11403.50784 eV
* expectation value of S²: 0.76
* LUMO energy (alpha / beta): -7.8 / -8.2 eV
* HOMO energy (alpha / beta): -14.0 / -13.8 eV

=====

# 6
Molecular formula: C4H11OP
Method: DFT, the ωB97M-V functional and the def2-TZVPD basis

The geometry in XYZ format:
```
17
Properties=species:S:1:pos:R:3:forces:R:3
C -0.3909 -0.1064 -0.6720 0.0 0.6 1.8
C 0.7714 1.9748 0.1041 -1.4 1.9 1.6
C 1.5782 -0.1144 1.0963 -0.9 0.2 -0.2
C 0.3533 0.5640 0.5213 -1.3 0.7 0.8
O -2.5292 -2.6860 -1.0734 2.0 4.0 -0.8
P -0.9170 0.4340 1.9558 0.5 0.5 -0.5
H 0.0449 0.4675 -1.4516 -0.1 -0.4 -1.7
H -0.1677 -1.1454 -0.6235 0.2 -0.9 -0.7
H -1.5011 -0.0058 -0.5944 0.9 0.2 -0.3
H 1.5358 1.9986 -0.6317 0.9 -0.5 -0.9
H 1.2337 2.5077 1.0030 -0.9 -0.3 -1.1
H -0.0745 2.5890 -0.3724 1.0 -0.8 1.1
H 1.2969 -1.0667 1.4376 0.0 -1.7 0.2
H 2.4250 -0.1347 0.4672 0.9 -0.3 -1.2
H 1.9015 0.3988 1.9647 0.3 0.8 1.0
H -2.9973 -3.4483 -1.1804 -2.0 -3.3 -0.5
H -2.5630 -2.2265 -1.9505 0.1 -0.7 1.2
```
Forces are in eV/Å.

* multiplicity: 3
* energy: -15659.64514 eV
* expectation value of S²: 2.00
* LUMO energy (alpha / beta): 0.8 / -0.5 eV
* HOMO energy (alpha / beta): -8.1 / -9.3 eV

=====

Among the records above, which one has the lowest energy?
CHBrNO2

=====

energy of number 3 (C6H9N)?
-7855.12996 eV